(1)
Here is C33H28Br2N5O10P2STi as an isolated structure from the Open Molecules 2025 dataset. Energies are from ωB97M-V with the def2-TZVPD basis set.

CARTESIAN COORDINATES (ANGSTROEM)
Ti 0.737 -0.296 1.130
C 1.882 -6.168 -4.503
C 2.088 -5.183 -3.386
C 2.707 -5.560 -2.197
C 2.930 -4.642 -1.184
C 2.516 -3.328 -1.350
C 1.891 -2.929 -2.525
C 1.684 -3.857 -3.532
S 2.810 -2.233 0.009
O 4.218 -2.039 0.140
O 2.045 -2.739 1.138
N 1.998 -0.875 -0.315
C 2.258 0.054 -1.329
C 3.367 0.231 -2.113
C 3.347 1.221 -3.120
C 2.246 1.998 -3.352
C 1.093 1.839 -2.545
C -0.132 2.534 -2.707
C -1.186 2.260 -1.883
C -1.028 1.353 -0.817
N 0.109 0.709 -0.631
C 1.138 0.894 -1.523
H 2.094 -7.186 -4.184
H 2.541 -5.933 -5.341
H 0.858 -6.127 -4.876
H 3.031 -6.584 -2.065
H 3.419 -4.941 -0.266
H 1.580 -1.904 -2.668
H 1.213 -3.543 -4.456
H 4.246 -0.384 -1.964
H 4.231 1.352 -3.730
H 2.246 2.733 -4.146
H -0.222 3.274 -3.493
H -2.132 2.771 -1.988
H -1.829 1.186 -0.103
Br 0.897 8.388 -0.393
C -0.056 6.816 0.050
C 0.632 5.620 0.201
C -0.069 4.467 0.501
C -1.451 4.508 0.682
C -2.126 5.715 0.529
C -1.430 6.871 0.208
N -2.110 3.299 0.962
C -2.956 3.225 1.893
C -3.591 1.931 2.239
C -4.294 1.825 3.432
C -4.824 0.597 3.795
C -4.638 -0.480 2.946
C -3.935 -0.272 1.767
N -3.417 0.896 1.412
H 1.707 5.592 0.080
H 0.450 3.523 0.624
H -3.203 5.744 0.637
H -1.954 7.809 0.081
H -3.197 4.074 2.539
H -4.407 2.696 4.065
H -5.374 0.485 4.720
H -5.035 -1.457 3.183
H -3.788 -1.090 1.066
O -0.401 0.639 4.746
P -0.154 1.655 3.552
O -0.828 2.934 3.715
O -0.347 0.805 2.271
O 1.495 1.855 3.616
P 2.377 1.107 2.535
O 3.850 1.462 2.871
O 1.978 1.471 1.129
O 2.023 -0.393 2.595
H -0.780 1.091 5.510
H 4.091 1.518 3.805
O -2.013 -5.679 -0.276
C -1.580 -4.444 -0.026
C -1.284 -3.510 -1.022
C -0.818 -2.278 -0.647
N -0.644 -1.909 0.637
C -0.966 -2.811 1.575
Br -0.721 -2.263 3.350
C -1.423 -4.076 1.308
H -2.079 -5.846 -1.225
H -1.389 -3.754 -2.071
H -0.560 -1.540 -1.392
H -1.650 -4.770 2.102

Computed properties:
**F_max**: 0.0146 hartree/bohr
**HOMO-LUMO gap**: 6.28 eV
**Total charge**: +1
**LUMO energy**: -4.01 eV
**Energy above the lowest of the compared OMol25 structures with the same formula, charge and spin**: 75.7 kJ/mol

=====

(2)
Here is a 6-piece molecular cluster, C20H35ClN5O4 overall at a distorted geometry from the Open Molecules 2025 dataset. Energies are from ωB97M-V with the def2-TZVPD basis set.

CARTESIAN COORDINATES (ANGSTROEM)
Cl 1.009 0.262 1.027
O -0.056 0.025 0.076
O 0.456 0.242 2.361
O 1.997 -0.766 0.874
O 1.587 1.555 0.777
C -3.880 2.600 -0.359
C -3.154 3.263 0.817
C -1.650 3.016 0.807
C -0.980 3.479 -0.411
N -0.444 3.803 -1.373
H -3.759 1.516 -0.313
H -3.391 2.964 -1.264
H -4.934 2.869 -0.348
H -3.581 2.982 1.780
H -3.294 4.343 0.703
H -1.379 1.959 0.900
H -1.181 3.453 1.691
C -0.350 -3.383 1.760
C -1.498 -4.276 2.252
C -1.020 -5.724 2.471
C -0.419 -6.320 1.288
N 0.038 -6.795 0.352
H 0.160 -3.690 0.849
H 0.400 -3.360 2.556
H -0.668 -2.353 1.594
H -2.280 -4.213 1.492
H -1.941 -3.909 3.176
H -1.893 -6.329 2.739
H -0.333 -5.810 3.313
C 2.907 0.652 5.003
C 3.182 2.085 4.486
C 2.995 2.160 2.979
C 3.999 1.419 2.204
N 4.710 0.764 1.587
H 2.121 0.140 4.450
H 2.624 0.680 6.056
H 3.814 0.056 4.896
H 4.174 2.388 4.813
H 2.450 2.748 4.952
H 3.060 3.198 2.636
H 2.029 1.798 2.621
C 2.476 -0.392 -4.672
C 2.119 0.825 -3.841
C 2.193 0.586 -2.329
C 3.532 0.374 -1.804
N 4.578 0.225 -1.358
H 3.467 -0.767 -4.404
H 2.541 -0.195 -5.747
H 1.755 -1.209 -4.585
H 1.121 1.189 -4.092
H 2.805 1.637 -4.095
H 1.507 -0.181 -1.966
H 1.772 1.506 -1.909
C -3.039 -1.508 -3.649
C -2.818 -0.615 -2.425
C -1.945 0.592 -2.722
C -2.562 1.527 -3.670
N -3.086 2.224 -4.416
H -3.661 -1.036 -4.410
H -3.547 -2.425 -3.341
H -2.092 -1.806 -4.100
H -2.310 -1.190 -1.649
H -3.791 -0.312 -2.039
H -1.007 0.344 -3.231
H -1.636 1.119 -1.818

Computed properties:
**F_max**: 0.0247 hartree/bohr
**HOMO-LUMO gap**: 9.60 eV
**Total charge**: -1
**LUMO energy**: 2.50 eV
**Energy above the lowest of the compared OMol25 structures with the same formula, charge and spin**: 3.8 kJ/mol

=====

(3)
Here is one molecule with the formula C20H23ClN4O3 at a distorted geometry from the Open Molecules 2025 dataset. Energies are from ωB97M-V with the def2-TZVPD basis set.

CARTESIAN COORDINATES (ANGSTROEM)
C -5.209 -2.803 1.656
H -5.888 -2.005 1.367
H -5.072 -3.468 0.806
H -5.659 -3.367 2.469
C -3.879 -2.210 2.110
N -3.246 -1.443 1.053
C -3.354 -0.101 1.093
O -3.992 0.486 1.952
C -2.645 0.703 0.058
N -2.528 0.410 -1.213
O -1.885 1.433 -1.811
C -1.594 2.372 -0.899
C -2.063 1.970 0.320
H -2.017 2.471 1.263
C -0.847 3.589 -1.346
O 0.269 3.277 -2.145
C 1.258 2.487 -1.620
C 1.389 2.165 -0.277
C 2.428 1.352 0.160
C 3.329 0.870 -0.781
C 3.234 1.193 -2.133
C 2.189 2.005 -2.535
H 2.072 2.276 -3.573
C 4.229 0.669 -3.119
H 4.007 1.031 -4.118
H 4.216 -0.420 -3.125
H 5.235 0.984 -2.842
Cl 4.611 -0.169 -0.258
C 2.556 0.985 1.603
H 2.319 -0.073 1.725
H 3.574 1.149 1.951
H 1.873 1.570 2.213
H 0.692 2.536 0.457
H -0.567 4.185 -0.467
H -1.486 4.197 -1.995
C -2.420 -2.187 0.114
C -1.033 -2.358 0.648
C -0.509 -3.429 1.347
N 0.760 -3.113 1.667
N 1.088 -1.905 1.226
C 0.023 -1.431 0.610
H 0.050 -0.463 0.153
C 1.712 -3.909 2.386
H 1.850 -4.876 1.898
H 1.382 -4.074 3.414
H 2.656 -3.369 2.392
H -0.939 -4.373 1.616
H -2.884 -3.165 -0.036
H -2.398 -1.656 -0.838
H -4.052 -1.530 2.948
H -3.191 -2.998 2.425

Computed properties:
**F_max**: 0.0211 hartree/bohr
**HOMO-LUMO gap**: 9.00 eV
**SMILES string**: CCN(Cc1cnn(C)c1)C(=O)c1cc(COc2cc(C)c(Cl)c(C)c2)on1
**LUMO energy**: 0.67 eV
**Energy above the lowest of the compared OMol25 structures with the same formula, charge and spin**: 335.3 kJ/mol

=====

(4)
Here is C5H9NO as an isolated structure at a distorted geometry from the Open Molecules 2025 dataset. Energies are from ωB97M-V with the def2-TZVPD basis set.

CARTESIAN COORDINATES (ANGSTROEM)
C -0.503 0.287 0.229
C 0.958 0.613 0.842
C 1.660 -0.044 -0.359
C -0.012 -1.107 -0.007
C -1.507 -0.888 0.291
H -1.634 0.434 -1.676
H -1.782 2.016 -0.001
H 1.270 1.652 0.953
H 1.158 0.139 1.751
H 1.361 0.894 -1.189
H 2.747 -0.224 -0.208
H 0.466 -1.722 0.829
H -1.892 -1.862 0.885
H -2.152 -0.488 -0.447
N -0.903 1.185 -0.785
O 0.764 -0.887 -1.109

Computed properties:
**F_max**: 0.1506 hartree/bohr
**HOMO-LUMO gap**: 8.23 eV
**LUMO energy**: 0.45 eV
**Energy above the lowest of the compared OMol25 structures with the same formula, charge and spin**: 1080.2 kJ/mol

=====

(5)
Here is a 7-piece molecular cluster, C41H86BIN2O27P6S2 overall at a distorted geometry from the Open Molecules 2025 dataset. Energies are from ωB97M-V with the def2-TZVPD basis set.

CARTESIAN COORDINATES (ANGSTROEM)
C 7.801 -3.487 -1.022
C 7.074 -2.163 -1.380
C 5.548 -2.321 -1.091
C 4.852 -0.948 -0.959
O 4.475 -0.549 -2.287
C 3.636 0.532 -2.329
C 3.834 1.632 -1.498
C 2.997 2.737 -1.543
S 3.251 4.144 -0.447
C 1.930 2.736 -2.453
C 1.751 1.631 -3.275
C 2.591 0.500 -3.253
N 2.396 -0.611 -4.119
I 3.032 -0.166 -6.052
C 1.052 -1.085 -4.123
C 0.757 -2.431 -3.961
C -0.553 -2.919 -3.932
B -0.810 -4.474 -3.745
N 0.232 -5.486 -4.103
O -1.993 -4.966 -3.289
C -1.631 -2.022 -4.059
O -2.925 -2.452 -4.008
C -3.785 -1.630 -3.205
C -3.301 -1.379 -1.761
C -3.004 0.129 -1.526
C -4.370 -1.783 -0.671
C -3.990 -3.038 0.160
C -2.681 -2.883 0.967
C -3.851 -4.258 -0.822
C -1.352 -0.653 -4.239
C -0.043 -0.223 -4.264
S 0.392 1.521 -4.453
H 8.751 -3.550 -1.572
H 7.971 -3.488 0.064
H 7.181 -4.340 -1.334
H 7.489 -1.305 -0.830
H 7.198 -1.936 -2.452
H 5.125 -2.871 -1.945
H 5.443 -2.937 -0.186
H 3.981 -0.999 -0.291
H 5.621 -0.246 -0.603
H 4.658 1.663 -0.785
H 1.996 4.622 -0.256
H 1.225 3.564 -2.552
H 1.587 -3.132 -3.849
H 0.401 -5.375 -5.103
H 1.116 -5.270 -3.646
H -1.880 -5.882 -3.002
H -4.037 -0.693 -3.732
H -4.738 -2.176 -3.133
H -2.382 -1.913 -1.483
H -1.994 0.408 -1.862
H -3.043 0.385 -0.456
H -3.772 0.760 -2.003
H -4.549 -0.965 0.043
H -5.345 -1.974 -1.157
H -4.807 -3.203 0.881
H -2.601 -1.945 1.533
H -2.563 -3.785 1.586
H -1.824 -2.896 0.267
H -2.781 -4.466 -0.927
H -4.367 -5.106 -0.348
H -4.310 -3.964 -1.771
H -2.159 0.066 -4.363
C -9.033 3.163 -0.832
O -8.016 2.800 0.113
P -6.505 3.494 -0.146
O -6.022 2.503 -1.163
O -6.007 3.118 1.357
C -6.930 2.907 2.428
O -5.169 4.485 -0.308
C -5.134 5.373 -1.433
H -9.947 2.640 -0.559
H -9.219 4.238 -0.797
H -8.737 2.868 -1.839
H -7.267 1.870 2.420
H -7.786 3.576 2.368
H -6.409 3.093 3.366
H -5.952 6.093 -1.378
H -5.189 4.820 -2.372
H -4.183 5.902 -1.395
C -3.270 4.385 6.758
O -3.756 4.973 5.541
P -2.884 6.292 4.976
O -3.515 7.357 5.818
O -3.541 6.204 3.500
C -4.160 5.019 2.988
O -1.613 7.173 4.344
C -0.500 7.374 5.224
H -3.927 3.557 7.017
H -2.259 4.001 6.617
H -3.282 5.120 7.564
H -5.200 4.989 3.309
H -3.643 4.118 3.311
H -4.136 5.060 1.902
H -0.061 6.418 5.513
H -0.812 7.921 6.116
H 0.250 7.958 4.694
C -0.465 8.401 -5.366
O -1.464 8.988 -4.515
P -1.409 8.523 -2.905
O -2.158 7.234 -3.007
O -2.346 9.765 -2.452
C -2.504 10.951 -3.231
O -0.928 8.322 -1.315
C 0.154 7.394 -1.147
H -0.622 8.774 -6.375
H 0.533 8.690 -5.035
H -0.558 7.315 -5.365
H -3.292 10.802 -3.968
H -1.580 11.240 -3.727
H -2.804 11.756 -2.560
H 1.049 7.736 -1.668
H -0.141 6.412 -1.525
H 0.372 7.313 -0.084
C -3.549 -10.353 4.154
O -4.250 -9.102 4.076
P -3.389 -7.836 3.389
O -2.627 -7.392 4.597
O -4.723 -6.936 3.165
C -6.038 -7.485 3.136
O -2.606 -6.940 2.224
C -1.336 -7.471 1.801
H -4.208 -11.078 4.627
H -3.293 -10.708 3.155
H -2.645 -10.243 4.754
H -6.425 -7.562 4.153
H -6.064 -8.460 2.654
H -6.676 -6.803 2.574
H -1.468 -8.463 1.365
H -0.642 -7.528 2.642
H -0.923 -6.807 1.044
C 9.731 4.284 -0.180
O 8.574 4.678 -0.933
P 8.719 4.554 -2.600
O 9.412 5.853 -2.866
O 7.119 4.652 -2.831
C 6.161 4.374 -1.808
O 8.879 3.852 -4.106
C 10.168 3.297 -4.399
H 9.509 4.425 0.876
H 9.959 3.231 -0.354
H 10.588 4.901 -0.452
H 5.995 5.272 -1.215
H 6.479 3.554 -1.166
H 5.226 4.097 -2.287
H 10.412 2.501 -3.693
H 10.936 4.072 -4.361
H 10.135 2.877 -5.402
C 2.156 -8.094 6.685
O 2.618 -8.981 5.651
P 3.259 -8.238 4.292
O 1.981 -7.954 3.570
O 3.955 -9.619 3.795
C 4.232 -10.713 4.668
O 4.313 -7.400 3.303
C 4.333 -5.978 3.481
H 1.757 -8.701 7.495
H 2.984 -7.496 7.069
H 1.370 -7.444 6.302
H 3.349 -11.347 4.750
H 4.544 -10.380 5.655
H 5.039 -11.298 4.228
H 4.640 -5.723 4.497
H 3.349 -5.553 3.277
H 5.054 -5.560 2.782

Computed properties:
**F_max**: 0.1615 hartree/bohr
**HOMO-LUMO gap**: 6.70 eV
**SMILES string**: CCCCOc1cc(S)cc2c1N(I)c1cc(B(N)O)c(OC[C@@H](C)CC(C)C)cc1S2.COP(=O)(OC)OC.COP(=O)(OC)OC.COP(=O)(OC)OC.COP(=O)(OC)OC.COP(=O)(OC)OC.COP(=O)(OC)OC
**LUMO energy**: -1.45 eV

=====

(6)
Here is an isolated ion of composition C8H17N2O3 and charge +1 at a distorted geometry from the Open Molecules 2025 dataset. Energies are from ωB97M-V with the def2-TZVPD basis set.

CARTESIAN COORDINATES (ANGSTROEM)
C -3.008 -0.090 0.868
C 1.398 -0.192 -0.465
C 0.447 1.029 -0.249
C -0.579 -0.596 1.026
C 0.517 -1.398 0.025
C 1.210 -2.331 1.014
C 1.492 2.780 -1.656
C 1.216 2.346 -0.140
N -4.152 -0.299 0.210
N -1.964 -0.835 0.593
O -0.269 0.748 0.967
O 2.500 0.073 0.407
O -0.217 -2.211 -0.872
H -2.882 0.895 1.515
H 1.695 -0.390 -1.426
H -0.268 0.855 -1.102
H -0.351 -0.757 2.086
H 0.419 -3.097 1.213
H 1.521 -1.902 2.027
H 2.121 -2.587 0.460
H 0.628 2.854 -2.123
H 2.139 2.143 -2.148
H 2.073 3.653 -1.775
H 0.431 3.123 0.348
H 2.140 2.438 0.276
H -5.054 0.044 0.555
H -4.388 -0.921 -0.544
H -2.058 -1.680 0.025
H 3.084 -0.704 0.200
H 0.159 -2.990 -1.313

Computed properties:
**F_max**: 0.1253 hartree/bohr
**HOMO-LUMO gap**: 9.88 eV
**SMILES string**: CC[C@@H]1O[C@@H](/[NH+]=C/N)[C@@](C)(O)[C@@H]1O
**Total charge**: +1
**LUMO energy**: -3.49 eV
**Energy above the lowest of the compared OMol25 structures with the same formula, charge and spin**: 0.0 kJ/mol